[1]
Entry from the Open Molecules 2025 dataset: a 13-piece molecular cluster, C41H93N2O27 overall at a distorted geometry (the ωB97M-V functional and the def2-TZVPD basis).

- Lowest unoccupied orbital energy: 0.07427 Eh
- Energy: -102287.476 eV
- Highest occupied orbital energy: -3.496 eV
- Kohn-Sham gap: 5.517 eV

Structure (ORCA input):
```
! RIJCOSX wB97M-V def2-TZVPD def2/J DEFGRID3
* xyz -1 1
N 2.28 1.15 2.13
H 1.31 0.96 1.65
H 2.35 0.38 2.80
H 2.26 2.08 2.54
H 3.09 1.23 1.45
N -0.12 3.26 -0.49
H 0.61 3.19 -1.28
H 0.16 4.03 0.11
H -0.19 2.36 0.10
H -1.02 3.40 -0.96
C 5.82 -0.19 1.48
C 5.06 0.36 0.23
C 3.97 -0.65 -0.14
O 4.53 1.59 0.42
H 6.24 -1.16 1.20
H 5.10 -0.29 2.30
H 6.61 0.51 1.74
H 5.90 0.37 -0.51
H 3.43 -0.40 -1.05
H 3.27 -0.77 0.68
H 4.47 -1.62 -0.28
C -0.24 -0.35 -1.13
C -0.60 -0.32 0.37
C -0.02 -1.57 1.03
O -0.27 0.86 1.00
H -0.42 0.58 -1.68
H -0.93 -1.06 -1.62
H 0.79 -0.68 -1.30
H -1.72 -0.39 0.33
H -0.18 -2.46 0.40
H -0.57 -1.78 1.94
H 1.07 -1.56 1.09
C 1.48 4.66 -4.51
C 1.44 3.52 -3.48
C 1.94 2.20 -4.07
O 1.91 3.83 -2.24
H 0.80 4.57 -5.37
H 2.49 4.68 -4.95
H 1.26 5.65 -4.10
H 0.32 3.34 -3.39
H 1.64 1.37 -3.44
H 3.05 2.20 -4.11
H 1.74 2.04 -5.14
C 5.96 -4.58 3.56
C 5.28 -3.25 3.40
O 4.26 -3.11 4.39
C 3.27 -2.30 4.16
O 3.01 -1.77 3.15
O 2.51 -2.30 5.23
C 1.26 -1.65 5.07
H 6.98 -4.51 3.16
H 5.49 -5.45 3.09
H 6.08 -4.88 4.61
H 4.89 -3.19 2.38
H 5.97 -2.41 3.43
H 1.34 -0.56 5.03
H 0.67 -1.82 5.98
H 0.69 -1.99 4.21
C -7.95 2.43 -0.26
C -8.13 1.61 -1.52
O -7.37 0.39 -1.51
C -6.07 0.50 -1.66
O -5.42 1.47 -1.63
O -5.54 -0.70 -1.66
C -4.12 -0.77 -1.88
H -8.13 1.85 0.65
H -8.54 3.34 -0.28
H -6.91 2.73 -0.11
H -7.78 2.16 -2.40
H -9.19 1.43 -1.70
H -3.84 -0.13 -2.72
H -3.81 -1.79 -2.10
H -3.64 -0.46 -0.95
C 7.87 -7.16 -1.16
C 7.42 -5.86 -0.51
O 6.02 -5.95 -0.30
C 5.40 -4.86 0.12
O 5.89 -3.78 0.26
O 4.11 -5.09 0.27
C 3.23 -4.00 0.16
H 8.53 -7.04 -2.02
H 7.02 -7.74 -1.51
H 8.29 -7.85 -0.42
H 7.60 -5.07 -1.25
H 7.96 -5.59 0.39
H 3.19 -3.57 -0.84
H 3.46 -3.20 0.86
H 2.20 -4.33 0.34
C -4.57 1.65 1.72
C -3.73 2.69 1.02
O -3.51 3.76 1.94
C -2.74 4.74 1.57
O -2.18 4.82 0.55
O -2.66 5.59 2.58
C -1.59 6.51 2.47
H -5.64 1.84 1.82
H -4.22 1.53 2.75
H -4.41 0.71 1.20
H -4.26 3.00 0.12
H -2.75 2.28 0.77
H -1.35 6.91 3.45
H -1.82 7.35 1.81
H -0.69 6.10 2.03
C -5.20 6.62 -2.46
C -4.12 5.59 -2.18
O -3.84 4.88 -3.39
C -2.94 3.93 -3.29
O -2.29 3.69 -2.33
O -2.88 3.32 -4.43
C -2.06 2.17 -4.58
H -6.07 6.13 -2.91
H -4.80 7.34 -3.17
H -5.54 7.14 -1.57
H -4.42 4.88 -1.41
H -3.23 6.15 -1.85
H -1.89 1.55 -3.70
H -1.12 2.45 -5.04
H -2.59 1.55 -5.31
C -4.12 -2.29 1.44
C -3.21 -3.30 0.79
O -3.82 -3.89 -0.35
C -3.08 -4.16 -1.38
O -1.96 -3.85 -1.54
O -3.81 -4.86 -2.23
C -3.12 -5.35 -3.38
H -5.02 -2.74 1.87
H -4.48 -1.50 0.79
H -3.51 -1.80 2.21
H -3.03 -4.10 1.51
H -2.25 -2.84 0.52
H -2.32 -4.77 -3.83
H -3.90 -5.64 -4.08
H -2.63 -6.30 -3.09
C -2.00 -0.11 4.03
C -1.50 1.29 4.34
O -0.67 1.26 5.52
C -1.22 1.55 6.69
O -2.40 1.68 6.89
O -0.23 1.65 7.57
C -0.62 1.99 8.90
H -2.78 -0.48 4.71
H -1.15 -0.77 4.20
H -2.29 -0.23 2.99
H -2.32 1.98 4.55
H -0.89 1.68 3.53
H -1.03 3.00 8.92
H 0.21 1.86 9.57
H -1.45 1.36 9.23
C 5.24 -0.88 -4.72
C 3.78 -0.52 -4.58
O 3.14 -1.63 -3.93
C 1.88 -1.82 -4.15
O 1.14 -1.10 -4.72
O 1.52 -2.91 -3.51
C 0.21 -3.32 -3.73
H 5.35 -1.77 -5.35
H 5.64 -1.11 -3.74
H 5.84 -0.07 -5.14
H 3.32 -0.26 -5.54
H 3.70 0.28 -3.84
H -0.02 -3.49 -4.79
H -0.55 -2.64 -3.35
H 0.05 -4.27 -3.23
*
```

---

[2]
Entry from the Open Molecules 2025 dataset: the molecule C4H10O2 (the ωB97M-V functional and the def2-TZVPD basis).

- Lowest unoccupied orbital energy: 0.03008 Eh
- SMILES: OCCCCO
- Energy: -8404.801 eV
- Energy above the lowest of the compared OMol25 structures with the same formula, charge and spin: 0.746 eV
- Highest occupied orbital energy: -9.776 eV
- Kohn-Sham gap: 10.594 eV

Structure (ORCA input):
```
! RIJCOSX wB97M-V def2-TZVPD def2/J DEFGRID3
* xyz 0 1
O -1.18 0.45 -1.50
C -1.64 -0.29 -0.38
C -0.55 -1.14 0.28
C 0.62 -0.38 0.92
C 1.44 0.50 -0.01
O 0.79 1.76 -0.15
H -0.62 1.16 -1.13
H -2.10 0.37 0.37
H -2.42 -0.95 -0.76
H -0.16 -1.83 -0.48
H -1.03 -1.75 1.05
H 1.29 -1.12 1.37
H 0.26 0.25 1.75
H 1.56 0.02 -0.99
H 2.44 0.66 0.42
H 1.30 2.30 -0.77
*
```

---

[3]
Entry from the Open Molecules 2025 dataset: C24H32BCl4F4Ge2N2O6P2Ti as an isolated structure (the ωB97M-V functional and the def2-TZVPD basis).

- Lowest unoccupied orbital energy: 0.07847 Eh
- Energy: -257051.741 eV
- Energy above the lowest of the compared OMol25 structures with the same formula, charge and spin: 0.056 eV
- Highest occupied orbital energy: -5.401 eV
- Kohn-Sham gap: 7.536 eV

Structure (ORCA input):
```
! RIJCOSX wB97M-V def2-TZVPD def2/J DEFGRID3
* xyz -1 1
Ti 0.92 1.00 0.48
N 0.35 4.76 2.00
C 0.08 4.50 0.53
C -0.30 5.80 -0.16
P 1.55 3.70 -0.28
O 2.24 3.13 1.10
O 2.37 4.68 -1.00
O 1.00 2.45 -0.94
P -1.34 3.31 0.69
O -1.82 2.98 -0.80
O -2.38 4.04 1.46
O -0.63 2.12 1.30
H 1.01 5.51 2.14
H 0.70 3.90 2.47
H -0.56 4.99 2.43
H 0.48 6.55 -0.05
H -1.25 6.17 0.22
H -0.40 5.61 -1.23
H 3.01 2.56 0.98
H -2.71 3.33 -0.94
F 1.07 0.51 2.47
B 1.63 1.32 3.63
F 1.37 0.59 4.76
F 2.97 1.52 3.37
F 0.94 2.55 3.63
Cl 4.88 -0.08 1.56
C 4.69 -0.50 -0.11
C 5.74 -1.11 -0.78
C 5.60 -1.44 -2.12
C 4.42 -1.13 -2.78
C 3.39 -0.52 -2.10
Cl 1.94 -0.11 -2.97
C 3.46 -0.21 -0.73
N 2.40 0.31 -0.06
H 6.65 -1.33 -0.24
H 6.41 -1.92 -2.65
H 4.30 -1.35 -3.84
Cl 2.29 -2.86 0.95
C 2.89 -3.62 -0.52
Cl 2.57 -5.37 -0.57
H 3.96 -3.47 -0.58
H 2.38 -3.17 -1.36
C -1.41 -0.59 -3.74
Ge -1.32 -1.89 -2.25
C 0.04 -3.22 -2.78
C -3.03 -2.89 -2.30
Ge -0.99 -0.77 -0.10
C -1.05 -2.26 1.23
C -0.89 -2.00 2.59
C -0.88 -3.02 3.53
C -1.03 -4.34 3.12
C -1.18 -4.62 1.77
C -1.19 -3.59 0.84
C -2.80 0.05 0.15
C -3.60 0.38 -0.94
C -4.84 0.99 -0.77
C -5.30 1.30 0.50
C -4.51 0.98 1.60
C -3.28 0.36 1.42
H -0.81 -0.96 -4.58
H -1.03 0.39 -3.46
H -2.44 -0.48 -4.08
H -0.29 -3.69 -3.71
H 0.15 -4.00 -2.03
H 1.00 -2.75 -2.95
H -3.36 -2.95 -3.34
H -3.80 -2.39 -1.71
H -2.90 -3.90 -1.92
H -0.74 -0.98 2.94
H -0.75 -2.79 4.58
H -1.00 -5.14 3.85
H -1.28 -5.65 1.43
H -1.31 -3.84 -0.21
H -3.26 0.17 -1.95
H -5.44 1.24 -1.64
H -6.26 1.78 0.64
H -4.85 1.22 2.60
H -2.68 0.15 2.30
*
```

---

[4]
Entry from the Open Molecules 2025 dataset: C12H11KN2O as an isolated structure (the ωB97M-V functional and the def2-TZVPD basis).

- Lowest unoccupied orbital energy: -0.01050 Eh
- Energy: -33974.074 eV
- Energy above the lowest of the compared OMol25 structures with the same formula, charge and spin: 0.000 eV
- Highest occupied orbital energy: -6.336 eV
- Kohn-Sham gap: 6.051 eV

Structure (ORCA input):
```
! RIJCOSX wB97M-V def2-TZVPD def2/J DEFGRID3
* xyz 0 1
K -2.74 0.29 -0.63
C -1.96 -0.43 4.83
C -2.12 0.83 4.28
C -2.37 0.97 2.92
C -2.49 -0.11 2.01
C -2.32 -1.36 2.64
C -2.06 -1.54 4.00
H -1.77 -0.56 5.89
H -2.04 1.71 4.91
H -2.48 1.99 2.55
H -2.39 -2.27 2.04
H -1.95 -2.54 4.40
N 3.21 0.49 -4.83
C 1.90 0.38 -4.49
O 1.01 0.44 -5.31
C 1.59 0.23 -3.02
C 2.52 0.03 -2.02
C 2.09 -0.10 -0.71
C 0.73 -0.03 -0.45
N -0.18 0.15 -1.41
C 0.25 0.27 -2.66
H 3.43 0.62 -5.80
H 3.95 0.51 -4.15
H 3.58 -0.03 -2.22
H 2.78 -0.25 0.11
H 0.34 -0.11 0.56
H -0.49 0.42 -3.44
*
```